1.
A structure of composition C25H55Al2Cl7F4MgN8O10P in a non-equilibrium geometry. Source: OMol25; level of theory: ωB97M-V/def2-TZVPD.

Geometry (Å):
1 C 9.388 0.141 -1.041
2 C 7.862 0.668 -0.803
3 O 7.008 -0.171 -0.386
4 N 7.611 2.085 -1.101
5 C 6.292 2.144 -1.828
6 C 5.021 2.232 -0.840
7 C 3.704 1.966 -1.764
8 C 2.674 1.121 -0.837
9 C 1.224 1.032 -1.499
10 N 0.842 1.954 -2.524
11 C -0.549 1.696 -2.964
12 C -0.921 0.495 -2.034
13 C -2.408 -0.134 -2.118
14 O -3.089 0.234 -3.347
15 N -2.758 -0.665 -4.342
16 O -3.695 -0.663 -5.083
17 N 0.187 0.100 -1.147
18 C 0.130 -0.984 -0.129
19 C 1.457 -1.883 -0.035
20 C 2.133 -2.242 -1.448
21 C 3.243 -3.415 -1.239
22 N 4.078 -3.662 -2.446
23 C 5.196 -2.714 -2.575
24 N 5.002 -1.622 -3.320
25 N 6.532 -2.922 -1.977
26 H 9.772 0.712 -1.959
27 H 9.290 -0.987 -1.212
28 H 9.983 0.371 -0.088
29 H 8.329 2.342 -1.806
30 H 6.184 1.175 -2.454
31 H 6.212 3.042 -2.552
32 H 4.876 3.261 -0.363
33 H 5.064 1.449 0.003
34 H 3.223 2.998 -1.953
35 H 3.973 1.437 -2.740
36 H 2.570 1.744 0.137
37 H 3.108 0.112 -0.521
38 H 1.350 2.734 -2.972
39 H -1.190 2.213 -3.753
40 H -3.028 0.375 -1.219
41 H -2.397 -1.262 -1.932
42 H -0.032 -0.494 0.908
43 H -0.763 -1.656 -0.380
44 H 1.128 -2.897 0.429
45 H 2.213 -1.447 0.732
46 H 2.694 -1.373 -1.938
47 H 1.333 -2.645 -2.166
48 H 2.746 -4.416 -0.908
49 H 3.968 -3.118 -0.384
50 H 3.526 -3.747 -3.309
51 H 5.867 -1.054 -3.332
52 H 6.539 -2.504 -1.034
53 H 7.274 -2.481 -2.540
54 Cl -4.600 -0.311 -1.069
55 C -1.201 -9.003 0.008
56 O -2.100 -7.982 0.468
57 P -1.556 -6.478 0.693
58 O -0.105 -6.273 0.488
59 O -2.087 -6.130 2.156
60 C -1.749 -7.022 3.196
61 O -2.532 -5.602 -0.215
62 C -2.008 -4.939 -1.364
63 H -1.100 -9.760 0.786
64 H -1.631 -9.469 -0.885
65 H -0.212 -8.618 -0.243
66 H -0.725 -7.413 3.073
67 H -2.503 -7.894 3.199
68 H -1.816 -6.494 4.151
69 H -2.108 -5.583 -2.238
70 H -0.963 -4.658 -1.226
71 H -2.589 -4.030 -1.523
72 C 2.993 -9.134 -0.748
73 Cl 2.971 -9.073 1.029
74 Cl 3.120 -7.482 -1.395
75 Cl 4.385 -10.090 -1.291
76 Cl 1.493 -9.891 -1.336
77 O 4.431 -3.085 1.932
78 H 4.249 -2.132 2.111
79 H 3.740 -3.665 2.331
80 H 5.335 -3.343 2.232
81 F -1.647 6.128 0.784
82 Al -0.952 4.619 0.163
83 F 0.349 4.992 -0.990
84 F -2.216 3.673 -0.658
85 F -0.291 3.673 1.514
86 Mg -0.130 -5.980 4.937
87 C -5.816 5.283 0.673
88 O -5.136 6.498 0.964
89 C -5.813 7.646 0.481
90 C -6.340 8.472 1.660
91 N -7.425 7.811 2.323
92 C -7.804 8.433 3.593
93 C -6.761 8.408 4.725
94 O -6.486 7.106 5.215
95 C -5.484 6.404 4.495
96 H -5.162 4.455 0.949
97 H -6.736 5.204 1.259
98 H -6.041 5.206 -0.394
99 H -6.611 7.394 -0.225
100 H -5.075 8.245 -0.060
101 H -6.706 9.491 1.270
102 H -5.506 8.647 2.347
103 H -7.162 6.842 2.506
104 H -8.695 7.908 3.945
105 H -8.107 9.470 3.408
106 H -7.188 8.956 5.569
107 H -5.837 8.934 4.464
108 H -4.726 7.071 4.077
109 H -5.941 5.801 3.705
110 H -4.994 5.716 5.185
111 Cl -3.955 -8.254 3.428
112 Cl -6.849 10.953 1.091
113 Al -3.866 -8.324 -0.592

Summary:
HOMO, eV: -12.298
Charge: +3
Orbital gap, eV: 1.517



2.
A cluster of 5 separate species, CH14N2O4 in total in a non-equilibrium geometry. Source: OMol25; level of theory: ωB97M-V/def2-TZVPD.

Geometry (Å):
1 N -2.101 -1.994 -0.361
2 C -1.840 -0.615 -0.773
3 N -1.101 0.271 0.160
4 H -2.624 -2.048 0.562
5 H -1.164 -2.394 -0.209
6 H -2.795 -0.138 -1.023
7 H -1.222 -0.624 -1.702
8 H -0.224 -0.213 0.448
9 H -1.672 0.476 0.985
10 O 2.070 2.204 0.997
11 H 2.065 2.983 1.565
12 H 1.403 2.411 0.235
13 O 0.040 2.538 -0.804
14 H 0.247 2.412 -1.723
15 H -0.420 1.673 -0.578
16 O 1.756 -0.499 1.190
17 H 1.893 0.450 1.153
18 H 1.882 -0.730 2.133
19 O 0.949 -2.261 -0.749
20 H 1.309 -1.638 -0.036
21 H 1.551 -2.264 -1.471

Summary:
HOMO, eV: -9.185
SMILES string: NCN.O.O.O.O
Relative energy (zero: lowest compared OMol25 entry of this formula, charge and spin), kcal per mole: 0.0
Orbital gap, eV: 9.857



3.
A cluster of 2 separate species, C6H14O in total in a non-equilibrium geometry. Source: OMol25; level of theory: ωB97M-V/def2-TZVPD.

Geometry (Å):
1 C 2.576 0.495 -0.541
2 C 1.304 0.282 -0.243
3 C 0.343 -0.632 -0.964
4 C 0.184 -1.990 -0.263
5 C 0.050 -1.937 1.262
6 C -1.113 -1.058 1.732
7 H 3.091 -0.173 -1.221
8 H 3.123 1.257 0.007
9 H 0.839 0.964 0.460
10 H 0.775 -0.837 -1.935
11 H -0.630 -0.136 -0.997
12 H 1.101 -2.546 -0.506
13 H -0.644 -2.581 -0.647
14 H -0.099 -2.956 1.606
15 H 0.951 -1.515 1.717
16 H -1.004 -0.820 2.788
17 H -1.143 -0.117 1.183
18 H -2.073 -1.571 1.666
19 O -2.552 3.977 -1.002
20 H -1.733 3.518 -0.795
21 H -2.336 4.912 -1.023

Summary:
HOMO, eV: -9.711
SMILES string: C=CCCCC.O
Relative energy (zero: lowest compared OMol25 entry of this formula, charge and spin), kcal per mole: 27.7
Orbital gap, eV: 10.419



4.
A cluster of 5 separate species, C32H41F7O13S in total in a non-equilibrium geometry. Source: OMol25; level of theory: ωB97M-V/def2-TZVPD.

Geometry (Å):
1 C -4.866 2.785 1.492
2 C -4.753 2.066 0.051
3 C -4.939 0.470 0.143
4 O -3.675 -0.233 -0.025
5 C -2.725 0.152 0.928
6 C -1.512 0.806 0.579
7 S -1.043 1.218 -1.148
8 O -1.425 2.668 -1.368
9 O -1.765 0.385 -2.173
10 C 0.786 1.113 -1.505
11 F 0.910 1.191 -2.916
12 F 1.394 2.268 -1.004
13 C 1.493 -0.255 -1.072
14 F 0.633 -1.188 -0.474
15 F 1.987 -0.888 -2.244
16 C 2.754 -0.095 -0.106
17 F 3.068 -1.402 0.345
18 F 3.916 0.338 -0.775
19 F 2.519 0.652 1.040
20 C -0.502 1.204 1.766
21 O 0.103 2.282 1.820
22 C -0.341 0.074 2.892
23 C -1.547 -0.593 3.241
24 C -1.457 -1.760 4.315
25 C -2.710 -2.749 4.286
26 C -1.112 -1.184 5.788
27 C -2.408 -0.820 6.657
28 C -2.903 -0.153 2.502
29 O -3.970 -0.031 3.114
30 H -3.796 2.939 1.879
31 H -5.388 3.787 1.299
32 H -5.441 2.126 2.214
33 H -5.582 2.497 -0.614
34 H -3.764 2.284 -0.459
35 H -5.598 0.173 -0.745
36 H -5.477 0.220 1.122
37 H 0.664 -0.185 3.345
38 H -0.546 -2.392 4.023
39 H -3.655 -2.331 4.754
40 H -2.979 -3.026 3.210
41 H -2.403 -3.714 4.813
42 H -0.390 -1.903 6.287
43 H -0.564 -0.191 5.601
44 H -3.310 -0.613 5.978
45 H -2.606 -1.679 7.375
46 H -2.204 0.150 7.208
47 O 0.162 8.833 -0.456
48 C 0.393 7.657 -0.544
49 C 1.633 7.046 -1.142
50 C 1.212 5.604 -1.344
51 C 0.196 5.404 -0.242
52 O -0.430 6.683 -0.071
53 H 2.454 7.134 -0.426
54 H 1.892 7.526 -2.085
55 H 2.040 4.895 -1.299
56 H 0.728 5.496 -2.319
57 H 0.661 5.114 0.705
58 H -0.555 4.660 -0.510
59 O 8.919 2.119 -5.104
60 C 8.273 1.673 -4.195
61 C 6.781 1.789 -4.034
62 C 6.588 1.419 -2.578
63 C 7.746 0.480 -2.324
64 O 8.802 0.946 -3.173
65 H 6.294 1.077 -4.704
66 H 6.442 2.804 -4.240
67 H 5.617 0.972 -2.363
68 H 6.693 2.313 -1.955
69 H 7.510 -0.553 -2.596
70 H 8.073 0.505 -1.284
71 O 0.310 -4.597 4.827
72 C 0.123 -4.975 3.700
73 C 0.767 -6.173 3.054
74 C 0.485 -5.932 1.585
75 C -0.809 -5.151 1.626
76 O -0.750 -4.387 2.839
77 H 0.280 -7.079 3.420
78 H 1.837 -6.201 3.260
79 H 0.416 -6.847 0.996
80 H 1.279 -5.313 1.156
81 H -1.687 -5.802 1.667
82 H -0.907 -4.478 0.773
83 O -2.955 -4.637 -6.555
84 C -2.502 -3.741 -5.893
85 C -1.878 -2.479 -6.428
86 C -1.157 -1.940 -5.209
87 C -2.004 -2.462 -4.072
88 O -2.524 -3.716 -4.533
89 H -2.670 -1.806 -6.764
90 H -1.188 -2.697 -7.241
91 H -1.052 -0.854 -5.205
92 H -0.154 -2.374 -5.155
93 H -2.843 -1.800 -3.841
94 H -1.418 -2.618 -3.165

Summary:
HOMO, eV: -9.986
SMILES string: CCCOC1=C(S(=O)(=O)C(F)(F)C(F)(F)C(F)(F)F)C(=O)C=C([C@H](C)CC)C1=O.O=C1CCCO1.O=C1CCCO1.O=C1CCCO1.O=C1CCCO1
Orbital gap, eV: 7.843



5.
An isolated molecule of C5H11NO2S in a non-equilibrium geometry. Source: OMol25; level of theory: ωB97M-V/def2-TZVPD.

Geometry (Å):
1 C 0.808 -2.640 0.638
2 S 1.672 -1.219 -0.304
3 C 1.644 0.312 0.693
4 C 0.239 0.665 0.786
5 C -0.624 0.550 -0.510
6 N -0.296 1.366 -1.801
7 C -2.094 0.970 0.028
8 O -2.625 0.190 0.933
9 O -2.657 1.905 -0.765
10 H 1.104 -2.608 1.659
11 H 0.867 -3.591 0.119
12 H -0.199 -2.742 0.812
13 H 2.189 0.301 1.721
14 H 2.155 1.108 0.091
15 H -0.024 1.635 1.275
16 H -0.152 -0.065 1.372
17 H -0.732 -0.418 -1.001
18 H 0.748 1.882 -1.559
19 H -0.006 0.512 -2.582
20 H -2.017 1.885 -1.604

Summary:
HOMO, eV: -8.997
SMILES string: CSCC[C@H](N)C(=O)O
Relative energy (zero: lowest compared OMol25 entry of this formula, charge and spin), kcal per mole: 83.5
Orbital gap, eV: 9.336



6.
A cluster of 3 separate species, C22H35Br2INO8 in total in a non-equilibrium geometry. Source: OMol25; level of theory: ωB97M-V/def2-TZVPD.

Geometry (Å):
1 C 3.405 1.236 -0.306
2 C 3.260 2.752 -0.433
3 Br 4.629 3.367 -1.678
4 C 1.855 3.303 -0.722
5 Br 2.025 5.262 -0.664
6 C 1.038 2.851 -1.958
7 C 1.800 3.161 -3.270
8 C 2.851 2.217 -3.788
9 O 3.015 1.098 -3.525
10 I 4.111 3.150 -5.299
11 C 0.610 1.366 -1.887
12 C -0.471 1.000 -0.833
13 C -1.558 0.137 -1.490
14 C 0.102 0.206 0.342
15 N -1.084 2.214 -0.230
16 O -1.891 1.994 0.735
17 C -1.351 3.462 -0.987
18 C -2.745 3.382 -1.622
19 C -1.347 4.618 0.026
20 C -0.306 3.610 -2.107
21 H 4.248 1.015 0.350
22 H 3.593 0.758 -1.266
23 H 2.521 0.798 0.151
24 H 3.561 3.203 0.510
25 H 1.277 3.081 0.179
26 H 1.066 3.176 -4.088
27 H 2.230 4.163 -3.243
28 H 1.462 0.700 -1.776
29 H 0.203 1.145 -2.879
30 H -1.880 0.534 -2.454
31 H -2.416 0.052 -0.820
32 H -1.155 -0.864 -1.666
33 H -0.704 -0.258 0.904
34 H 0.757 -0.589 -0.021
35 H 0.667 0.847 1.020
36 H -2.821 2.561 -2.338
37 H -2.937 4.314 -2.161
38 H -3.502 3.263 -0.848
39 H -1.041 5.548 -0.453
40 H -2.344 4.755 0.445
41 H -0.663 4.425 0.853
42 H -0.134 4.669 -2.305
43 H -0.753 3.193 -3.016
44 C -3.713 -0.706 5.026
45 C -2.970 -0.775 3.716
46 C -3.470 -1.824 2.738
47 O -2.273 -2.206 2.051
48 C -1.219 -1.943 2.860
49 O -0.102 -2.295 2.643
50 O -1.609 -1.214 3.922
51 H -3.472 -1.578 5.635
52 H -3.452 0.190 5.585
53 H -4.788 -0.694 4.841
54 H -2.915 0.203 3.232
55 H -4.192 -1.451 2.018
56 H -3.872 -2.699 3.255
57 C 0.765 -5.000 1.068
58 C 1.737 -6.133 0.870
59 C 1.852 -6.660 -0.550
60 O 2.141 -8.046 -0.352
61 C 1.665 -8.410 0.865
62 O 1.583 -9.530 1.252
63 O 1.299 -7.317 1.569
64 H -0.257 -5.373 0.993
65 H 0.885 -4.521 2.037
66 H 0.914 -4.237 0.301
67 H 2.726 -5.881 1.263
68 H 2.649 -6.206 -1.131
69 H 0.903 -6.571 -1.086

Summary:
2S+1: 2
HOMO (spin up / spin down), eV: -8.526 / -9.600
Orbital gap (spin up / spin down), eV: 8.836 / 9.737



7.
A cluster of 2 separate species, H5NP2S2 in total in a non-equilibrium geometry. Source: OMol25; level of theory: ωB97M-V/def2-TZVPD.

Geometry (Å):
1 N 0.572 -0.803 -0.918
2 P -1.591 -1.406 0.398
3 P 1.553 0.450 -0.917
4 S 3.041 0.213 -2.155
5 S -1.682 0.295 1.535
6 H 0.611 -1.366 -1.758
7 H -2.310 -0.807 -0.642
8 H 0.899 1.676 -1.114
9 H 1.947 0.632 0.406
10 H -1.038 -0.209 2.587

Summary:
HOMO (spin up / spin down), eV: -8.056 / -8.057
Relative energy (zero: lowest compared OMol25 entry of this formula, charge and spin), kcal per mole: 45.2
Orbital gap (spin up / spin down), eV: 5.986 / 5.987



8.
The ion C4H9N3P with charge +1 in a non-equilibrium geometry. Source: OMol25; level of theory: ωB97M-V/def2-TZVPD.

Geometry (Å):
1 H -2.009 0.290 1.770
2 N -2.250 0.172 0.742
3 N -1.415 -0.226 -0.142
4 C -1.740 -0.615 -1.479
5 C -0.588 -1.021 -2.122
6 C 0.593 -0.686 -1.355
7 C -0.023 -0.420 -0.005
8 P 0.954 0.283 1.368
9 N 1.815 1.762 1.778
10 H -2.824 -0.758 -1.595
11 H -0.822 -1.366 -3.110
12 H 1.391 -1.386 -1.136
13 H 0.942 0.158 -1.919
14 H 1.741 -0.859 1.652
15 H 0.093 0.060 2.441
16 H 2.687 1.962 1.312
17 H 1.456 2.650 1.798

Summary:
HOMO (spin up / spin down), eV: -12.663 / -12.660
Charge: +1
SMILES string: [H]/N=[N+]1/C=CCC1=[PH2]N
Relative energy (zero: lowest compared OMol25 entry of this formula, charge and spin), kcal per mole: 99.4
Orbital gap (spin up / spin down), eV: 7.692 / 7.696



9.
A cluster of 6 separate species, C33H28F12SSi in total. Source: OMol25; level of theory: ωB97M-V/def2-TZVPD.

Geometry (Å):
1 F -5.519 1.621 2.522
2 C -5.925 2.473 1.568
3 F -5.291 3.621 1.721
4 F -7.227 2.674 1.733
5 C -5.641 1.858 0.171
6 F -6.633 0.994 -0.124
7 F -5.684 2.859 -0.723
8 C -4.286 1.115 0.094
9 F -3.385 1.902 0.756
10 F -3.922 1.114 -1.219
11 Si -4.221 -0.730 0.748
12 S -3.005 -0.813 2.485
13 H -3.570 -1.552 -0.282
14 H -5.594 -1.196 0.995
15 H -3.392 0.376 2.961
16 F -0.534 2.397 2.913
17 C -0.230 3.494 2.183
18 C 0.505 4.501 2.775
19 C 0.819 5.617 2.011
20 C 0.395 5.713 0.693
21 C -0.346 4.683 0.129
22 C -0.662 3.556 0.874
23 H 0.822 4.404 3.804
24 H 1.401 6.416 2.452
25 H 0.648 6.584 0.104
26 H -0.672 4.749 -0.900
27 H -1.219 2.733 0.452
28 F 2.481 3.900 -1.746
29 C 2.907 2.654 -1.439
30 C 2.440 2.060 -0.284
31 C 2.884 0.780 0.019
32 C 3.774 0.124 -0.821
33 C 4.225 0.750 -1.976
34 C 3.790 2.029 -2.295
35 H 1.751 2.589 0.359
36 H 2.527 0.295 0.918
37 H 4.115 -0.874 -0.578
38 H 4.919 0.241 -2.630
39 H 4.124 2.538 -3.189
40 F 6.430 -0.498 -4.108
41 C 6.460 -1.509 -5.010
42 C 6.511 -1.214 -6.356
43 C 6.539 -2.277 -7.249
44 C 6.510 -3.587 -6.790
45 C 6.451 -3.844 -5.426
46 C 6.426 -2.796 -4.519
47 H 6.529 -0.185 -6.687
48 H 6.584 -2.076 -8.311
49 H 6.530 -4.407 -7.495
50 H 6.419 -4.863 -5.061
51 H 6.377 -2.958 -3.451
52 F -6.999 -3.074 4.358
53 C -7.881 -2.055 4.270
54 C -7.480 -0.884 3.660
55 C -8.392 0.157 3.566
56 C -9.671 0.018 4.088
57 C -10.043 -1.170 4.700
58 C -9.146 -2.226 4.795
59 H -6.473 -0.800 3.273
60 H -8.101 1.078 3.086
61 H -10.377 0.834 4.014
62 H -11.039 -1.282 5.109
63 H -9.412 -3.163 5.263
64 F 6.090 -4.577 -2.056
65 C 5.532 -4.190 -0.885
66 C 4.369 -4.805 -0.471
67 C 3.797 -4.384 0.721
68 C 4.384 -3.369 1.465
69 C 5.553 -2.770 1.017
70 C 6.143 -3.180 -0.171
71 H 3.929 -5.588 -1.074
72 H 2.885 -4.852 1.067
73 H 3.930 -3.045 2.391
74 H 6.012 -1.976 1.591
75 H 7.054 -2.730 -0.543

Summary:
HOMO, eV: -9.023
SMILES string: FC(F)(F)C(F)(F)C(F)(F)[SiH2]S.Fc1ccccc1.Fc1ccccc1.Fc1ccccc1.Fc1ccccc1.Fc1ccccc1
Orbital gap, eV: 9.462